{"formula": "C13H19BrNO", "method": "ωB97M-V/def2-TZVPD", "fmax_ev_per_a": 0.9, "e_tot_ha": -3210.5457, "spin_multiplicity": 1, "total_charge": 1, "smiles": "Brc1ccccc1OCCC[NH+]1CCCC1", "elements": ["Br", "C", "C", "C", "C", "C", "C", "O", "C", "C", "C", "N", "H", "C", "H", "C", "H", "H", "C", "H", "H", "C", "H", "H", "H", "H", "H", "H", "H", "H", "H", "H", "H", "H", "H"], "coordinates": [[-0.4073, -1.7619, -0.2369], [-1.8308, -0.5140, -0.0202], [-3.0564, -0.9152, 0.4635], [-4.0493, 0.0369, 0.6339], [-3.7952, 1.3613, 0.3272], [-2.5595, 1.7567, -0.1632], [-1.5628, 0.8141, -0.3554], [-0.3093, 1.0300, -0.8703], [0.2175, 2.3285, -1.0363], [0.9167, 2.8400, 0.2408], [1.4279, 1.7141, 1.1467], [2.1140, 0.6251, 0.4242], [1.4201, 0.2166, -0.2283], [2.5884, -0.4717, 1.2996], [1.7504, -1.0190, 1.7269], [3.4383, -1.3274, 0.3660], [4.2279, -1.8386, 0.9091], [2.8175, -2.0813, -0.1154], [3.9932, -0.3330, -0.6720], [5.0754, -0.2473, -0.6160], [3.7386, -0.6524, -1.6804], [3.3257, 1.0033, -0.3351], [3.0754, 1.5840, -1.2200], [3.9586, 1.6067, 0.3189], [3.1886, -0.0366, 2.1007], [0.5864, 1.2625, 1.6779], [2.1148, 2.1297, 1.8874], [1.7323, 3.4994, -0.0545], [0.2205, 3.4304, 0.8375], [-0.5443, 3.0386, -1.3643], [0.9382, 2.2252, -1.8532], [-2.3912, 2.7956, -0.3982], [-4.5647, 2.1037, 0.4660], [-5.0144, -0.2613, 1.0092], [-3.2338, -1.9512, 0.7071]]}

{"formula": "C17H18ClNO3", "method": "ωB97M-V/def2-TZVPD", "fmax_ev_per_a": 0.6, "e_tot_ha": -1399.2740, "spin_multiplicity": 1, "e_above_lowest_kcal_mol": 23.4, "smiles": "COc1ccc(CCNC(=O)c2ccc(Cl)cc2)cc1OC", "elements": ["C", "H", "O", "C", "C", "C", "C", "C", "C", "O", "C", "H", "H", "H", "H", "C", "H", "H", "C", "N", "C", "O", "C", "C", "C", "C", "C", "C", "H", "H", "Cl", "H", "H", "H", "H", "H", "H", "H", "H", "H"], "coordinates": [[-0.6048, 4.5516, -1.3414], [-1.0916, 4.1865, -0.4350], [-0.7572, 3.6544, -2.4183], [-0.1322, 2.4428, -2.4254], [-0.1550, 1.7980, -3.6591], [0.4078, 0.5510, -3.8436], [1.0384, -0.0850, -2.7871], [1.0715, 0.5524, -1.5515], [0.4894, 1.7954, -1.3406], [0.4769, 2.4136, -0.1135], [1.1411, 1.8018, 0.9633], [1.0192, 2.4854, 1.8024], [0.6958, 0.8353, 1.2222], [2.2082, 1.6695, 0.7584], [1.5643, 0.0520, -0.7320], [1.5897, -1.4758, -2.9215], [2.4229, -1.6180, -2.2317], [1.9419, -1.6545, -3.9374], [0.4984, -2.5124, -2.5850], [-0.1200, -2.2231, -1.3121], [0.4136, -2.6714, -0.1478], [1.2660, -3.5359, -0.0968], [-0.1210, -2.0080, 1.0828], [-1.3748, -1.4074, 1.1541], [-1.7813, -0.7723, 2.3133], [-0.9297, -0.7324, 3.4076], [0.3143, -1.3437, 3.3622], [0.7073, -1.9825, 2.2021], [1.6671, -2.4729, 2.1411], [0.9618, -1.3181, 4.2242], [-1.4296, 0.0831, 4.8456], [-2.7535, -0.3086, 2.3710], [-2.0561, -1.4506, 0.3172], [-0.6720, -1.3794, -1.2893], [-0.2784, -2.5048, -3.3531], [0.9397, -3.5082, -2.5171], [0.3633, 0.0793, -4.8133], [-0.6389, 2.3132, -4.4736], [-1.0890, 5.4715, -1.6693], [0.4479, 4.7513, -1.1296]]}

{"formula": "BF4H22O11", "method": "ωB97M-V/def2-TZVPD", "fmax_ev_per_a": 1.6, "e_tot_ha": -1265.5107, "spin_multiplicity": 1, "total_charge": -1, "e_above_lowest_kcal_mol": 11.8, "elements": ["B", "F", "F", "F", "F", "O", "H", "H", "O", "H", "H", "O", "H", "H", "O", "H", "H", "O", "H", "H", "O", "H", "H", "O", "H", "H", "O", "H", "H", "O", "H", "H", "O", "H", "H", "O", "H", "H"], "coordinates": [[-0.1654, -8.2280, -30.7102], [0.1000, -9.1863, -31.7096], [-0.7403, -8.9411, -29.6201], [1.0449, -7.7143, -30.2217], [-1.0344, -7.2267, -31.1215], [2.7535, -6.0831, -28.9166], [3.1899, -5.4485, -29.4920], [2.2523, -6.6612, -29.5375], [0.4029, -12.4192, -31.9108], [0.5783, -11.6569, -32.4821], [1.2176, -12.5467, -31.4152], [0.0689, -10.5076, -27.5641], [0.9783, -10.2975, -27.3317], [-0.1359, -9.9237, -28.3237], [3.5367, -7.7452, -32.7064], [3.2083, -8.3586, -32.0209], [3.6445, -6.9069, -32.2489], [-2.5960, -6.8196, -29.0932], [-2.1784, -7.6602, -28.8759], [-2.4994, -6.7441, -30.0498], [3.2514, -9.4793, -30.4693], [2.3761, -9.1385, -30.2185], [3.2348, -10.4039, -30.2050], [-0.6806, -6.7941, -33.7507], [0.0604, -6.1972, -33.8975], [-0.9039, -6.6855, -32.8063], [-2.0521, -11.3063, -30.8943], [-1.9181, -10.3977, -31.1796], [-1.2257, -11.7508, -31.1393], [-0.3876, -9.3804, -35.0203], [-0.1226, -8.7364, -34.3425], [0.0955, -9.1142, -35.8073], [-3.8828, -7.8254, -31.6229], [-4.6435, -8.3116, -31.2886], [-3.4596, -8.4282, -32.2465], [0.3852, -5.6730, -27.3823], [-0.3355, -5.6989, -28.0254], [1.1771, -6.0029, -27.8471]]}

{"formula": "C4H11NO2", "method": "ωB97M-V/def2-TZVPD", "fmax_ev_per_a": 2.4, "e_tot_ha": -364.2100, "spin_multiplicity": 1, "e_above_lowest_kcal_mol": 36.5, "smiles": "CC(=O)O.CCN", "elements": ["C", "C", "O", "O", "H", "H", "H", "C", "C", "N", "H", "H", "H", "H", "H", "H", "H", "H"], "coordinates": [[0.7570, -1.2705, -1.9881], [-0.3506, -1.4907, -2.9445], [-0.7466, -0.3175, -3.5547], [-0.7541, -2.5472, -3.3081], [1.1457, -0.2510, -1.9202], [1.7063, -1.7889, -2.1172], [0.4329, -1.5059, -0.9684], [0.0536, 1.1853, 2.5553], [-0.2583, 1.5838, 1.1107], [-0.2201, -0.2536, 2.7096], [1.1183, 1.3272, 2.7745], [-0.4837, 1.7560, 3.3091], [0.5348, 1.3366, 0.4063], [-0.4652, 2.6449, 1.0363], [-1.5869, 0.1523, -3.3435], [-0.0290, -0.8124, 1.9136], [0.1517, -0.6218, 3.5791], [-1.0059, 0.8734, 0.7502]]}

{"formula": "C48H39Cl2N6O6PS2W", "method": "ωB97M-V/def2-TZVPD", "fmax_ev_per_a": 4.6, "e_tot_ha": -4757.7808, "spin_multiplicity": 1, "e_above_lowest_kcal_mol": 101.4, "elements": ["W", "Cl", "C", "C", "C", "N", "C", "O", "C", "C", "C", "C", "C", "N", "C", "C", "C", "Cl", "N", "C", "O", "C", "C", "C", "C", "C", "N", "H", "H", "H", "H", "H", "H", "H", "H", "H", "H", "O", "S", "O", "O", "C", "C", "C", "C", "C", "C", "P", "C", "C", "C", "C", "C", "C", "C", "C", "C", "C", "C", "C", "H", "H", "H", "H", "H", "H", "H", "H", "H", "H", "H", "H", "H", "H", "C", "C", "N", "C", "C", "C", "S", "N", "C", "O", "C", "C", "C", "C", "C", "C", "H", "H", "H", "H", "H", "H", "H", "H", "H", "H", "H", "H", "H", "H", "H"], "coordinates": [[-0.5839, 0.9929, -0.3081], [-2.3590, 7.7965, -0.6746], [-1.8607, 6.2022, -1.0864], [-1.9322, 5.2009, -0.1310], [-1.5159, 3.9091, -0.4413], [-1.4175, 2.8189, 0.4244], [-2.0505, 2.8554, 1.6475], [-2.6973, 3.7851, 2.1208], [-1.8536, 1.5943, 2.3661], [-2.4736, 1.4231, 3.6334], [-2.2412, 0.3487, 4.4131], [-1.4261, -0.7816, 3.9085], [-0.9698, -0.5897, 2.4345], [-1.0188, 0.7018, 1.7872], [-1.0952, 3.6206, -1.7603], [-1.0095, 4.6395, -2.6982], [-1.3696, 5.9299, -2.3550], [-1.2049, 7.1772, -3.5264], [-0.6915, 2.2971, -1.9601], [-0.3887, 1.8907, -3.2323], [-0.6624, 2.4425, -4.2903], [0.4246, 0.6549, -3.2193], [1.0204, 0.2240, -4.3982], [1.8698, -0.8631, -4.3856], [2.1099, -1.4696, -3.1463], [1.4725, -1.0012, -2.0251], [0.6064, 0.0446, -2.0105], [-2.3054, 5.4215, 0.8539], [-3.1041, 2.2369, 3.9554], [-2.6675, 0.2592, 5.3994], [-0.6256, -1.0440, 4.6064], [0.0201, -1.0362, 2.2914], [-0.6545, 4.4340, -3.6924], [0.7970, 0.7834, -5.2942], [2.3520, -1.2185, -5.2822], [2.7832, -2.3095, -3.0638], [1.6651, -1.4834, -1.0755], [-4.0388, 1.6295, -2.0689], [-3.2614, 0.5614, -1.5430], [-2.7641, 0.7465, -0.1474], [-2.0449, 0.1724, -2.2807], [-4.1352, -0.9740, -1.4669], [-5.4472, -1.1761, -1.8421], [-5.9546, -2.4656, -1.8263], [-5.1393, -3.5212, -1.4411], [-3.8239, -3.3047, -1.0655], [-3.3012, -2.0137, -1.0787], [-1.5261, -1.7102, -0.6037], [-0.8191, -2.8289, -1.8836], [0.1660, -3.7900, -1.6777], [0.7063, -4.4865, -2.7465], [0.2914, -4.2220, -4.0390], [-0.6729, -3.2518, -4.2579], [-1.2241, -2.5651, -3.1935], [-1.6467, -2.5859, 1.0005], [-2.0993, -1.5715, 1.9956], [-2.2898, -2.0036, 3.4590], [-1.7255, -3.3479, 3.7606], [-1.2762, -4.1733, 2.8081], [-1.2477, -3.8044, 1.4122], [-6.0408, -0.3307, -2.1487], [-6.9762, -2.6491, -2.1200], [-5.5327, -4.5258, -1.4310], [-3.1983, -4.1362, -0.7732], [0.5357, -4.0007, -0.6895], [1.4653, -5.2334, -2.5691], [0.7335, -4.7486, -4.8719], [-0.9833, -3.0158, -5.2646], [-1.9490, -1.7844, -3.3731], [-2.9463, -0.9896, 1.6116], [-3.3199, -1.9611, 3.8253], [-1.7240, -3.6397, 4.8007], [-0.9112, -5.1573, 3.0649], [-0.8982, -4.5515, 0.7177], [4.1010, 4.8060, -0.3765], [3.4806, 4.5241, 0.9906], [3.5957, 3.1296, 1.3558], [4.7903, 2.6992, 2.0592], [4.5322, 2.4868, 3.5491], [2.7118, 2.2060, 0.9435], [1.4814, 2.6847, -0.2088], [2.8960, 0.9716, 1.3561], [2.1376, -0.0762, 1.0850], [0.9546, -0.0313, 0.4677], [2.6721, -1.3587, 1.4999], [3.9325, -1.4575, 2.1135], [4.4493, -2.6885, 2.4522], [3.7397, -3.8547, 2.1864], [2.4818, -3.7698, 1.6067], [1.9555, -2.5418, 1.2685], [4.0237, 5.8647, -0.6057], [3.5705, 4.2398, -1.1364], [5.1506, 4.5208, -0.3866], [2.4226, 4.7932, 0.9677], [3.9806, 5.1174, 1.7610], [5.5619, 3.4582, 1.9085], [5.1245, 1.7590, 1.6129], [4.1997, 3.4100, 4.0179], [5.4421, 2.1559, 4.0435], [3.7680, 1.7247, 3.6751], [4.4811, -0.5529, 2.3161], [5.4104, -2.7510, 2.9422], [4.1556, -4.8196, 2.4366], [1.9051, -4.6673, 1.4300], [0.9694, -2.4613, 0.8307]]}